Record 1
# C17H32MgNOP

C17H32MgNOP as an isolated structure at a distorted geometry (wB97M-V/def2-TZVPD, the OMol25 dataset).

Cartesian coordinates (Å):
C1 -0.977 1.931 -3.655
C2 -0.075 2.606 -2.839
C3 0.288 2.061 -1.591
C4 -0.100 0.771 -1.248
C5 -0.998 0.104 -2.072
C6 -1.400 0.652 -3.310
C7 1.027 2.970 -0.658
C8 0.868 2.693 0.833
N1 -0.433 2.097 1.229
Mg1 -0.033 0.000 0.782
C9 -1.632 -1.195 -1.619
P1 -2.463 -1.108 0.003
H1 0.330 3.590 -3.113
H2 -2.072 0.084 -3.957
H3 -1.333 2.419 -4.562
H4 -0.897 -2.017 -1.550
H5 -2.423 -1.520 -2.315
H6 2.104 2.923 -0.871
H7 0.767 4.023 -0.839
H8 1.673 2.019 1.164
C10 -1.895 -2.552 0.931
C11 -4.217 -0.987 -0.326
H9 1.023 3.630 1.399
C12 -1.573 2.740 0.552
C13 -0.602 2.174 2.709
H10 0.858 -2.701 1.262
H11 -2.336 3.002 1.291
H12 -1.271 3.670 0.037
H13 -2.031 2.044 -0.178
H14 -1.426 2.858 2.952
H15 -0.843 1.177 3.108
H16 0.295 2.554 3.223
H17 -4.607 -1.884 -0.850
H18 -4.774 -0.858 0.612
H19 -4.396 -0.095 -0.953
H20 -2.625 -3.372 0.821
H21 -0.923 -2.908 0.545
H22 -1.790 -2.306 2.001
H23 -2.155 0.125 0.692
C14 3.375 -0.851 0.355
C15 2.711 -2.145 0.775
C16 2.875 -3.250 -0.267
C17 3.233 -2.670 2.111
O1 1.223 -1.856 0.919
H24 4.443 -1.019 0.146
H25 3.323 -0.113 1.167
H26 2.924 -0.475 -0.575
H27 3.939 -3.478 -0.420
H28 2.395 -4.174 0.090
H29 2.467 -2.939 -1.241
H30 3.144 -1.921 2.911
H31 2.718 -3.599 2.387
H32 4.298 -2.922 2.003

Cartesian forces, eV/Å:
0.480 0.011 -0.401
-0.104 0.089 0.645
-0.326 0.158 -1.609
0.227 -0.343 1.073
-0.295 0.451 -1.265
-0.299 -0.081 0.644
0.739 0.444 0.209
0.073 0.053 0.320
0.121 0.814 0.904
0.909 -0.402 0.124
-0.283 -0.533 -0.389
3.291 1.302 0.900
-0.425 -0.292 -0.012
0.012 0.280 0.134
0.147 -0.282 0.057
-0.276 0.254 0.066
0.302 0.072 -0.228
-0.062 -0.011 0.050
-0.128 -0.322 -0.166
-0.240 -0.089 0.098
-0.790 -0.546 0.362
-1.691 -0.635 -0.485
-0.012 -0.185 -0.188
-0.493 0.074 -0.416
-0.132 0.237 0.236
0.003 0.809 0.039
0.077 -0.046 -0.201
-0.206 -0.426 0.146
0.291 0.615 0.235
0.239 -0.116 0.071
0.119 0.206 0.001
-0.149 -0.292 -0.302
0.057 0.406 0.175
0.220 -0.057 -0.198
0.232 -0.328 0.206
-0.054 -0.251 0.137
-0.763 0.312 -0.016
-0.098 0.010 -0.447
-1.173 -0.671 -0.315
0.187 0.072 -0.120
-0.795 -0.349 0.149
0.004 0.122 -0.287
0.233 0.286 0.097
1.784 -0.969 -0.200
-0.272 -0.101 0.091
-0.166 -0.048 -0.309
-0.009 0.082 0.357
-0.174 0.091 0.111
0.020 0.274 -0.272
-0.032 -0.185 0.350
-0.142 -0.306 -0.240
-0.005 0.264 0.082
-0.174 0.077 -0.004

Values from the calculation:
- Calculated total energy: -1338.1846 a.u.
- E_HOMO (spin up / spin down): -3.439 / -3.177 eV
- Max |F|: 3.7 eV/A
- ΔE to the lowest compared entry with this formula, charge and spin: 2.75 kcal per mole

Record 2
# C17H32N4O5S

C17H32N4O5S in the gas phase at a distorted geometry (wB97M-V/def2-TZVPD, the OMol25 dataset).

Cartesian coordinates (Å):
C1 8.198 -0.911 0.149
C2 7.522 -0.262 1.348
O1 6.100 -0.265 1.218
C3 5.580 0.723 0.453
O2 6.238 1.576 -0.092
N1 4.227 0.667 0.404
C4 3.432 -0.421 0.917
C5 2.821 -1.212 -0.252
N2 2.068 -0.320 -1.103
C6 0.745 -0.344 -1.410
O3 0.273 0.485 -2.164
C7 -0.097 -1.463 -0.797
C8 -0.390 -1.201 0.688
C9 -1.348 -0.025 0.847
N3 -2.590 -0.338 0.170
S1 -3.831 0.719 0.544
O4 -3.851 0.843 1.972
O5 -3.732 1.918 -0.232
N4 -5.130 -0.167 -0.009
C10 -6.172 0.622 -0.638
C11 -6.952 1.494 0.343
C12 -5.538 -1.226 0.899
C13 -4.800 -2.521 0.580
C14 -2.394 -0.470 -1.261
C15 -1.428 -1.617 -1.549
C16 2.892 0.754 -1.630
C17 3.499 1.556 -0.478
H1 7.825 -1.922 0.005
H2 9.271 -0.949 0.314
H3 8.000 -0.327 -0.746
H4 7.719 -0.822 2.264
H5 7.866 0.771 1.460
H6 4.057 -1.069 1.529
H7 2.630 -0.001 1.536
H8 2.203 -2.020 0.130
H9 3.638 -1.646 -0.844
H10 0.456 -2.403 -0.902
H11 0.524 -0.993 1.244
H12 -0.857 -2.091 1.114
H13 -1.592 0.146 1.897
H14 -0.900 0.889 0.433
H15 -6.839 -0.066 -1.167
H16 -5.667 1.258 -1.365
H17 -7.685 2.092 -0.192
H18 -6.258 2.155 0.856
H19 -7.467 0.886 1.083
H20 -6.614 -1.378 0.800
H21 -5.318 -0.918 1.926
H22 -5.118 -3.305 1.262
H23 -5.013 -2.833 -0.440
H24 -3.731 -2.364 0.683
H25 -3.372 -0.674 -1.697
H26 -2.005 0.463 -1.683
H27 -1.238 -1.651 -2.622
H28 -1.890 -2.557 -1.242
H29 2.259 1.388 -2.252
H30 3.693 0.325 -2.242
H31 4.196 2.305 -0.854
H32 2.704 2.047 0.093

Cartesian forces, eV/Å:
-0.319 0.163 0.220
0.518 0.085 -0.113
-0.309 -0.009 -0.091
-0.059 -0.047 0.234
0.380 0.177 -0.163
-0.121 -0.059 0.100
-0.001 -0.423 -0.016
0.027 -0.084 0.419
0.345 0.167 -0.039
0.042 -0.482 0.061
-0.348 0.220 -0.203
-0.126 -0.094 -0.100
-0.090 0.156 -0.115
0.356 0.105 0.564
-0.765 0.474 0.309
0.120 -0.626 -0.120
0.065 -0.108 0.089
-0.153 0.061 -0.278
0.882 0.610 0.201
-0.256 0.554 -0.188
0.118 -0.189 -0.184
0.199 -0.615 0.329
-0.237 0.050 0.153
-0.036 -0.080 -0.734
0.070 0.262 0.055
-0.066 0.456 -0.011
0.127 0.092 -0.367
0.018 -0.106 -0.014
0.142 -0.031 -0.005
0.031 0.018 -0.068
-0.030 0.101 -0.088
-0.050 -0.180 0.072
-0.134 0.056 -0.024
0.014 -0.089 -0.014
-0.009 0.008 -0.043
-0.064 -0.046 0.088
-0.013 0.098 0.047
0.016 -0.022 0.048
0.035 -0.022 0.057
0.225 -0.003 -0.036
0.020 -0.006 0.060
0.140 0.012 0.008
-0.252 -0.070 -0.111
-0.095 0.078 0.003
-0.054 0.142 0.076
-0.082 -0.017 0.092
0.048 0.144 -0.009
-0.266 -0.140 -0.029
-0.005 -0.144 0.049
-0.013 -0.074 -0.122
0.042 -0.116 0.017
0.097 -0.065 -0.145
-0.079 -0.143 0.021
-0.053 -0.046 0.006
0.000 -0.059 -0.015
0.146 -0.094 0.049
-0.009 0.032 0.016
-0.135 -0.041 0.055
0.007 0.006 -0.053

Values from the calculation:
- Calculated total energy: -1660.4267 a.u.
- E_HOMO: -9.060 eV
- Max |F|: 1.1 eV/A
- ΔE to the lowest compared entry with this formula, charge and spin: 0.00 kcal per mole

Record 3
# C17H32NO8P

A 3-piece molecular cluster, C17H32NO8P overall at a distorted geometry (wB97M-V/def2-TZVPD, the OMol25 dataset).

Cartesian coordinates (Å):
C1 -5.270 -3.216 -0.019
C2 -4.091 -3.393 0.271
C3 -2.653 -3.882 0.714
C4 -1.701 -4.118 -0.526
C5 -0.376 -4.777 0.050
O1 -0.587 -5.994 0.781
C6 0.253 -6.062 1.939
C7 -1.103 -2.829 -1.292
O2 -2.026 -1.720 -1.496
N1 -2.165 -1.469 -2.875
O3 -1.709 -0.399 -3.066
O4 -0.736 -3.359 -2.600
C8 -1.227 -4.692 -2.818
O5 -0.799 -5.526 -3.565
C9 -2.422 -4.751 -1.779
P1 -3.452 -6.309 -1.601
O6 -3.258 -6.991 -0.256
H1 -6.380 -3.094 0.112
H2 -2.752 -4.823 1.347
H3 -2.255 -3.069 1.411
H4 0.441 -4.937 -0.734
H5 0.070 -4.029 0.795
H6 -0.102 -6.936 2.577
H7 1.344 -6.264 1.709
H8 0.209 -5.147 2.606
H9 -0.209 -2.437 -0.709
H10 -3.168 -3.995 -2.210
H11 -2.991 -7.209 -2.630
H12 -4.842 -6.033 -1.857
C10 1.377 2.381 1.464
C11 1.429 1.050 0.735
O7 0.157 0.591 0.300
C12 -0.533 1.425 -0.622
C13 0.213 1.632 -1.929
H13 0.663 2.341 2.290
H14 2.362 2.636 1.863
H15 1.066 3.192 0.802
H16 1.812 0.290 1.419
H17 2.128 1.090 -0.108
H18 -0.783 2.384 -0.155
H19 -1.481 0.928 -0.834
H20 1.138 2.192 -1.779
H21 -0.404 2.189 -2.636
H22 0.480 0.671 -2.374
C14 3.694 7.549 2.720
C15 3.744 6.217 1.991
O8 2.472 5.759 1.558
C16 1.781 6.589 0.636
C17 2.524 6.794 -0.672
H23 2.979 7.509 3.546
H24 4.679 7.803 3.118
H25 3.383 8.359 2.057
H26 4.126 5.457 2.676
H27 4.442 6.255 1.148
H28 1.532 7.549 1.102
H29 0.832 6.090 0.427
H30 3.449 7.355 -0.526
H31 1.904 7.350 -1.379
H32 2.791 5.833 -1.117

Cartesian forces, eV/Å:
0.580 -0.182 1.457
-0.080 -1.039 0.227
-1.449 1.390 -0.285
-0.082 0.605 0.248
0.809 -0.087 0.369
0.466 1.086 0.219
0.300 -0.902 1.078
-0.613 -1.006 0.371
0.909 -1.851 1.396
0.780 2.183 -0.576
-1.092 -1.044 -0.728
0.821 -1.306 0.327
-1.121 0.125 1.371
-0.345 1.984 0.853
-0.073 0.133 -1.037
1.325 -1.894 2.339
-0.514 1.193 -1.702
1.913 -0.070 -0.692
0.033 1.055 -1.223
-0.254 -0.986 -1.063
-1.168 0.188 0.675
-0.731 -0.589 -1.080
0.309 1.073 -0.998
-1.120 0.316 -0.072
-0.137 -0.720 -0.920
-0.948 -0.232 -1.187
0.951 -0.638 0.841
-0.460 0.895 0.024
0.886 0.317 -0.305
-0.110 0.104 -0.117
0.014 0.094 0.094
-0.085 -0.277 0.030
-0.038 0.071 -0.088
0.274 0.095 0.101
0.073 -0.054 -0.010
-0.071 0.010 -0.042
0.126 0.023 0.050
-0.171 -0.089 -0.102
0.000 0.080 -0.011
0.092 0.033 -0.029
0.126 -0.111 0.172
-0.052 0.062 -0.022
0.006 -0.073 0.041
-0.071 0.056 0.005
-0.109 0.158 -0.094
0.010 0.069 0.053
-0.080 -0.193 0.061
0.041 0.030 -0.070
0.185 0.053 0.029
0.077 -0.054 -0.012
-0.056 -0.040 -0.022
0.085 0.002 0.022
-0.177 -0.083 -0.105
0.003 0.081 -0.004
0.048 0.030 -0.052
0.084 -0.103 0.173
-0.052 0.046 -0.041
0.017 -0.046 0.048
-0.082 0.027 0.011

Values from the calculation:
- Calculated total energy: -1664.6935 a.u.
- E_HOMO: -9.664 eV
- Max |F|: 3.3 eV/A

Record 4
# C17H33BBr8N3O4

A 5-piece molecular cluster, C17H33BBr8N3O4 overall (wB97M-V/def2-TZVPD, the OMol25 dataset).

Cartesian coordinates (Å):
C1 0.957 -3.474 2.337
O1 -0.336 -2.998 2.515
C2 -0.512 -1.730 3.140
C3 -1.297 -0.863 2.189
C4 -0.535 -0.439 0.938
C5 -0.073 1.026 0.835
C6 0.658 1.656 1.977
C7 0.073 2.009 3.161
C8 0.812 2.638 4.157
N1 2.073 2.949 4.010
N2 2.622 2.622 2.853
N3 3.967 2.945 2.748
C9 2.016 1.985 1.857
O2 2.747 1.766 0.772
B1 3.485 0.572 0.691
O3 3.767 0.141 -0.547
O4 3.864 0.005 1.878
H1 1.453 -3.702 3.282
H2 0.892 -4.373 1.734
H3 1.561 -2.754 1.783
H4 0.453 -1.291 3.405
H5 -1.089 -1.910 4.043
H6 -1.746 -0.012 2.696
H7 -2.132 -1.491 1.888
H8 -1.197 -0.550 0.088
H9 0.284 -1.130 0.748
H10 -0.961 1.614 0.618
H11 0.561 1.091 -0.042
H12 -0.975 1.830 3.328
H13 0.372 2.924 5.096
H14 4.134 3.725 3.374
H15 4.154 3.223 1.790
H16 4.547 -0.426 -0.572
H17 3.682 -0.937 1.934
Br1 -2.807 1.717 -1.335
C10 -1.426 2.305 -2.576
C11 -1.537 3.774 -2.890
Br2 -3.022 4.164 -4.071
H18 -1.533 1.686 -3.460
H19 -0.475 2.088 -2.094
H20 -0.643 4.107 -3.412
H21 -1.683 4.371 -1.996
Br3 -7.887 3.661 -8.411
C12 -6.939 3.217 -6.777
C13 -6.757 4.414 -5.882
Br4 -5.395 5.629 -6.551
H22 -5.988 2.788 -7.076
H23 -7.541 2.464 -6.276
H24 -6.419 4.099 -4.898
H25 -7.669 4.995 -5.787
Br5 -2.813 -1.817 -1.148
C14 -2.608 -3.745 -1.012
C15 -1.562 -4.112 0.010
Br6 0.244 -3.734 -0.603
H26 -2.362 -4.097 -2.008
H27 -3.576 -4.138 -0.712
H28 -1.594 -5.178 0.221
H29 -1.686 -3.555 0.934
Br7 5.238 -5.809 -0.292
C16 5.741 -4.674 1.196
C17 5.517 -3.218 0.883
Br8 6.862 -2.503 -0.329
H30 6.781 -4.884 1.424
H31 5.115 -4.979 2.032
H32 5.593 -2.617 1.789
H33 4.551 -3.065 0.405

Cartesian forces, eV/Å:
0.560 -0.100 0.523
-0.570 0.250 0.105
0.192 -0.370 -0.022
-0.113 0.069 -0.202
0.105 0.180 0.183
0.119 -0.166 -0.075
0.017 -0.229 -0.226
-0.418 0.036 0.191
0.099 -0.043 -0.101
0.302 0.094 -0.222
0.061 0.333 0.596
-0.002 0.133 -0.210
0.053 0.001 0.136
-0.287 0.109 -0.193
0.396 -0.345 -0.023
0.104 0.252 -0.010
-0.614 -0.004 0.089
0.027 -0.005 0.249
0.126 -0.054 0.281
0.256 0.123 -0.114
0.142 0.008 0.067
0.033 0.126 0.302
-0.042 0.077 0.158
-0.262 0.055 -0.142
0.177 -0.005 -0.048
0.155 -0.005 0.057
-0.055 0.245 0.168
0.052 0.098 -0.217
-0.146 -0.028 0.005
-0.027 0.056 0.211
0.000 -0.045 0.178
0.086 -0.042 -0.022
0.051 -0.298 -0.203
0.366 -0.161 -0.002
-0.120 0.099 -0.092
0.001 -0.055 0.041
-0.088 0.007 -0.063
0.004 0.036 -0.002
0.014 -0.003 -0.024
0.006 0.011 0.018
0.016 -0.012 -0.008
0.048 0.008 0.024
0.038 0.007 0.000
-0.053 0.002 -0.065
0.064 0.039 0.018
-0.035 -0.017 0.005
0.015 -0.031 0.024
-0.011 -0.001 0.017
0.011 -0.012 0.006
-0.026 -0.006 0.017
-0.391 -0.281 -0.364
0.154 -0.014 0.004
-0.232 0.015 -0.035
-0.264 -0.002 -0.932
-0.013 -0.034 -0.013
-0.016 0.017 0.025
0.030 -0.045 -0.050
0.050 -0.138 -0.059
0.031 0.021 0.000
-0.044 -0.094 -0.069
0.040 0.075 0.054
-0.205 0.081 -0.006
0.014 -0.001 0.032
0.004 0.028 0.012
0.034 -0.042 0.016
-0.015 -0.002 0.002

Values from the calculation:
- Calculated total energy: -21749.6011 a.u.
- E_HOMO: -11.226 eV
- Max |F|: 1.0 eV/A
- Net charge: +1